Molecular formula: C33H85N6NaO8
Method: DFT, ωB97M-V/def2-TZVPD

Calculated values
- HOMO energy: -0.240 Eh
- Spin multiplicity: 1
- Energy relative to the best compared isomer or geometry (same formula, charge and spin): 604.0 kcal/mol
- Gap between HOMO and LUMO: 0.2408 Eh
- Electronic energy: -65302.995 eV

Geometry as XYZ:
```
133
Properties=species:S:1:pos:R:3:mulliken_charge:R:1
Na -3.1728 11.1238 7.2906 0.928
C -6.3766 10.6954 5.1984 0.792
C -4.8102 10.8343 5.2919 -1.328
O -4.1870 9.9944 6.2500 -1.230
H -6.8785 10.9945 6.1186 0.207
H -6.6407 9.7180 4.7945 1.396
H -6.6709 11.4631 4.4828 -0.690
H -4.4806 11.8420 5.5449 0.613
H -4.4450 10.8226 4.2650 -0.452
C -5.7152 4.0647 5.1661 -1.428
C -5.3894 5.5526 5.3635 2.538
C -6.3743 6.4517 6.1702 -0.796
O -5.9100 7.8301 6.3083 -0.532
C -6.9981 8.6514 6.8212 0.080
N -4.0486 5.6659 5.9423 -0.597
H -6.6544 3.8664 4.6497 0.254
H -5.6601 3.5616 6.1314 0.424
H -4.9173 3.9139 4.4389 0.323
H -5.2368 5.9694 4.3679 -2.337
H -6.5882 5.9545 7.1162 0.432
H -7.3058 6.5296 5.6096 -0.013
H -7.7888 8.7175 6.0739 1.024
H -6.5752 9.6434 6.9802 -1.851
H -7.4021 8.3042 7.7721 0.993
H -4.2450 5.0830 6.7434 0.465
H -3.4339 5.1435 5.3347 0.286
C -6.7345 10.8524 9.2979 -1.541
C -5.5004 11.4675 8.7353 2.274
C -4.6510 12.4064 9.7455 -1.422
O -5.5147 13.2821 10.3934 -0.267
C -5.0374 13.6589 11.7054 -1.038
N -4.5641 10.5504 8.1119 -0.196
H -7.4345 11.6452 9.5618 0.348
H -6.6781 10.2985 10.2350 0.505
H -7.1685 10.1288 8.6079 0.477
H -5.8726 12.1111 7.9382 0.050
H -3.9287 12.9344 9.1229 0.089
H -4.1500 11.8219 10.5172 0.605
H -3.9533 13.7647 11.7454 0.402
H -5.2522 12.8124 12.3576 0.295
H -5.5467 14.6085 11.8696 0.276
H -4.9156 10.3565 7.1850 -1.624
H -4.7769 9.7271 8.6569 0.460
C -5.4385 7.9219 3.6379 2.971
C -4.1013 7.1577 3.3690 -0.835
C -3.1914 7.7881 2.2577 -1.476
O -2.6764 9.0586 2.5827 -0.422
C -3.5022 10.1112 1.8769 0.400
N -3.2851 7.1926 4.5186 -0.248
H -5.3177 8.9884 3.8279 -1.553
H -5.7910 7.6351 4.6287 -0.036
H -6.2216 7.7232 2.9062 1.044
H -4.2560 6.1023 3.1447 0.510
H -3.7131 7.7504 1.3014 0.362
H -2.3795 7.0966 2.0326 0.606
H -3.7978 9.8302 0.8660 0.495
H -2.8572 10.9761 2.0318 -0.006
H -4.4234 10.4550 2.3473 -0.645
H -3.0454 6.2121 4.4825 0.210
H -2.3980 7.5661 4.2126 0.373
C -4.0488 13.2665 3.0251 -1.271
C -5.3886 13.5476 2.2336 0.572
C -5.9939 12.4275 1.4718 -1.803
O -5.8759 11.1414 2.2122 0.057
C -7.0081 10.3016 2.1926 -0.602
N -6.3815 13.9709 3.2454 0.156
H -4.3765 12.6510 3.8629 0.122
H -3.6805 14.2457 3.3310 0.567
H -3.3168 12.9420 2.2854 0.357
H -5.2850 14.5087 1.7301 0.659
H -5.5168 12.4328 0.4917 0.493
H -7.0226 12.7320 1.2791 0.531
H -7.4896 10.0724 1.2420 0.336
H -7.7336 10.5733 2.9594 0.408
H -6.5440 9.3399 2.4110 0.832
H -5.8532 14.2292 4.0666 -1.549
H -6.8588 13.1238 3.5188 0.130
C -7.7208 5.8584 2.9071 -1.248
C -8.0932 7.1511 2.2588 -0.228
C -8.0472 8.4341 3.2439 -0.460
O -8.5409 8.1557 4.5757 0.667
C -9.8346 8.0497 4.7992 -1.179
N -7.3014 7.2774 1.0406 -0.336
H -6.9824 5.7482 3.7014 0.354
H -7.3259 5.2117 2.1236 0.363
H -8.5816 5.2571 3.1996 0.403
H -9.1393 6.9442 2.0329 0.353
H -8.5132 9.3349 2.8444 1.070
H -7.0060 8.6016 3.5195 -3.462
H -10.4280 7.4115 4.1445 0.332
H -10.4200 8.9651 4.8849 0.015
H -9.9140 7.5545 5.7670 0.443
H -7.6401 7.8785 0.3030 0.238
H -7.2137 6.3588 0.6301 0.246
C -8.6260 13.8157 7.3884 -1.894
C -7.3385 14.0954 6.5403 1.520
C -7.9141 14.9385 5.4051 -1.481
C -6.9677 15.7807 4.6648 0.398
C -6.3127 16.7520 5.7002 -1.738
C -5.4667 15.9739 6.7689 1.864
N -6.3097 14.8774 7.3559 -0.380
O -5.6979 14.1719 8.3104 -0.051
C -4.1408 15.5369 6.1291 -1.580
C -5.0751 17.0099 7.8175 -2.004
C -6.6900 12.7556 6.0263 -1.629
H -9.1283 14.7172 7.7391 0.475
H -8.3272 13.2432 8.2665 0.247
H -9.3104 13.1803 6.8262 0.574
H -8.4512 14.2607 4.7416 0.216
H -8.7253 15.5967 5.7162 0.482
H -7.4970 16.3335 3.8888 0.405
H -6.1101 15.2563 4.2434 0.403
H -7.0837 17.3092 6.2324 0.390
H -5.7533 17.5693 5.2450 0.542
H -4.2104 14.7718 5.3558 0.123
H -3.5848 16.4040 5.7727 0.437
H -3.4595 15.1545 6.8891 0.359
H -5.8824 17.6150 8.2301 0.382
H -4.5432 16.5155 8.6304 0.331
H -4.3514 17.7107 7.4014 0.443
H -5.7551 13.0884 5.5755 -0.103
H -7.2058 12.0596 5.3647 1.753
H -6.5591 12.1049 6.8909 0.902
H -6.2715 14.3751 9.0529 0.470
C -8.9792 10.9117 7.1512 -0.466
C -9.4738 9.8609 6.0511 0.745
O -10.0292 8.7829 6.9127 -0.805
H -8.3546 10.5159 7.9521 -0.159
H -9.8246 11.3456 7.6853 0.795
H -8.3302 11.6756 6.7231 -1.215
H -8.6690 9.5014 5.4098 -0.251
H -10.4116 10.0960 5.5478 0.666
H -10.3448 8.0741 6.3474 0.329
```


Molecular formula: C6H13NO
Method: DFT, ωB97M-V/def2-TZVPD

Calculated values
- HOMO energy: -0.328 Eh
- Spin multiplicity: 1
- Energy relative to the best compared isomer or geometry (same formula, charge and spin): 49.8 kcal/mol
- Gap between HOMO and LUMO: 0.3631 Eh
- Electronic energy: -9969.016 eV
- SMILES: C=C(C)C[C@@H](N)CO

Geometry as XYZ:
```
21
Properties=species:S:1:pos:R:3:mulliken_charge:R:1
C 0.3564 1.9352 -1.5400 -0.953
C -0.4556 0.9087 -1.4247 0.621
C -1.9414 0.9567 -1.2570 -1.291
C 0.1504 -0.4795 -1.1491 -1.036
C 0.2082 -0.9267 0.3176 0.775
N 1.0306 -2.1010 0.5141 -0.645
C 0.6568 0.1288 1.3881 -0.768
O -0.0100 -0.0614 2.6097 -0.548
H 0.0342 2.9689 -1.6057 0.306
H 1.4148 1.7915 -1.4246 0.310
H -2.3825 -0.0077 -1.5467 0.318
H -2.4176 1.7454 -1.8607 0.417
H -2.1135 1.1686 -0.2060 0.263
H 1.1019 -0.5697 -1.6660 0.489
H -0.5414 -1.2680 -1.5179 0.364
H -0.8647 -1.0232 0.7192 0.065
H 1.1808 -2.5879 -0.3617 0.208
H 0.8699 -2.8184 1.2004 0.189
H 0.3346 1.1257 1.1242 0.272
H 1.7540 0.1051 1.4596 0.342
H 0.3842 -0.6865 3.2232 0.300
```


Molecular formula: C22H43N5O6P2S4
Method: DFT, ωB97M-V/def2-TZVPD

Calculated values
- HOMO energy: -0.299 Eh
- Spin multiplicity: 1
- Gap between HOMO and LUMO: 0.2893 Eh
- Electronic energy: -105160.328 eV
- SMILES: CCCN[C@@]1([C@H](C)CC)[NH2+][C@@](C(=O)[O-])(P(=N)(O)O)[C@@](S)(CC=O)N[C@@]1(CCCSC(=S)N1CCOCC1)[PH2]=S

Geometry as XYZ:
```
82
Properties=species:S:1:pos:R:3:mulliken_charge:R:1
C 4.3791 -3.5417 2.1721 -1.458
C 3.4112 -2.7813 1.1621 0.002
C 3.7063 -1.2575 1.2590 -0.784
N 3.2149 -0.2655 0.3423 0.704
C 1.9490 -0.2159 -0.3423 -1.782
C 2.1485 -1.2886 -1.5148 0.185
C 3.6191 -1.3735 -2.0925 -1.429
C 1.1601 -1.3354 -2.7203 0.098
C 1.2194 -2.7428 -3.4890 -1.361
N 0.7899 -0.7134 0.4933 0.260
C 0.3127 0.2176 1.5714 1.463
C -1.2570 0.4695 1.3979 -0.799
O -1.9822 0.7226 2.4320 -0.759
O -1.8433 0.3533 0.3082 -0.551
P 0.1873 -0.8496 3.1598 0.353
N 1.4569 -1.7056 3.4589 -0.667
O -0.1812 0.0298 4.4933 -0.508
O -1.0916 -1.9061 2.9137 -0.536
C 1.1375 1.5656 1.7290 -0.761
S 0.0621 3.0305 2.2274 -0.299
C 2.2640 1.5513 2.8887 -0.098
C 2.5149 3.0784 3.2851 -0.028
O 2.4011 3.4757 4.4156 -0.503
N 1.8681 2.0670 0.5554 0.170
C 1.6702 1.2914 -0.7254 -0.346
C 0.3366 1.8986 -1.2474 -1.794
C -0.5635 1.2815 -2.3453 0.308
C -1.6740 2.3893 -2.7056 -0.985
S -3.2730 1.5322 -2.9721 -0.207
C -4.2940 1.7616 -1.4970 0.213
S -3.9795 2.9371 -0.3805 -0.245
N -5.4091 0.8629 -1.3801 -0.071
C -6.6170 1.5162 -0.8565 -0.637
C -7.7674 0.3970 -0.7903 -0.422
O -7.3932 -0.8223 -1.4266 -0.407
C -6.2153 -1.3764 -0.8156 -0.616
C -5.1394 -0.2554 -0.4548 0.063
P 3.0068 2.0683 -1.8705 0.001
S 2.6319 1.9487 -3.7644 -0.334
H 5.4359 -3.4479 1.8290 0.379
H 4.1116 -4.6297 2.0589 0.389
H 4.2020 -3.2591 3.2341 0.326
H 2.3811 -3.1200 1.4300 0.219
H 3.6369 -3.2509 0.1615 0.232
H 3.5266 -0.9610 2.3362 0.205
H 4.8406 -1.2103 1.2140 0.420
H 3.8744 0.4795 0.1989 0.559
H 1.9767 -2.2965 -1.0243 0.332
H 4.2263 -2.1947 -1.6213 0.185
H 3.6352 -1.6102 -3.1912 0.434
H 4.2233 -0.4456 -1.9825 0.256
H 0.1116 -1.3402 -2.3018 -0.015
H 1.3067 -0.5678 -3.5110 0.114
H 0.7478 -2.5485 -4.4856 0.400
H 2.2504 -3.1567 -3.5587 0.333
H 0.6140 -3.5113 -2.9309 0.312
H 0.0552 -0.9306 -0.2159 0.751
H 0.9975 -1.6418 0.9097 0.786
H 1.7777 -1.4611 4.4035 0.253
H -1.1351 -0.0449 4.7022 0.396
H -1.0940 -2.2336 1.9975 0.401
H -0.4527 2.7093 3.4550 0.233
H 3.2628 1.2145 2.5162 0.436
H 1.9457 1.0962 3.8482 0.250
H 2.8196 3.8219 2.4862 0.293
H 2.8458 2.2817 0.7157 0.611
H 0.6047 2.9165 -1.6764 0.749
H -0.3590 2.2234 -0.4226 0.311
H -0.0732 1.0613 -3.3288 0.275
H -1.1453 0.3711 -2.0801 0.192
H -1.3958 2.9896 -3.6031 0.455
H -1.7291 3.1121 -1.8437 0.462
H -6.5067 1.8743 0.2067 0.390
H -7.0108 2.3173 -1.5282 0.416
H -8.7427 0.7856 -1.1809 0.336
H -7.9696 0.1386 0.2946 0.248
H -5.8034 -2.1117 -1.5458 0.343
H -6.5189 -1.9379 0.1097 0.316
H -5.3819 0.0802 0.5929 0.267
H -4.1116 -0.6758 -0.5252 -0.070
H 4.3147 1.6426 -1.5050 0.190
H 2.9389 3.4574 -1.5119 0.198
```


Molecular formula: C39H21N8O3W
Method: DFT, ωB97M-V/def2-TZVPD

Calculated values
- Charge: +1
- HOMO energy (alpha / beta): -0.342 / -0.342 Eh
- Spin multiplicity: 1
- Energy relative to the best compared isomer or geometry (same formula, charge and spin): 8.1 kcal/mol
- Gap between HOMO and LUMO (alpha / beta): 0.1827 / 0.1809 Eh
- Electronic energy: -60671.762 eV

Geometry as XYZ:
```
72
Properties=species:S:1:pos:R:3:mulliken_charge:R:1
W -0.1209 -0.3506 -0.3530 0.955
C -6.2987 -1.5431 -2.4640 -0.679
C -6.6091 -0.3519 -1.7822 -0.659
C -5.6597 0.3239 -1.0451 -0.269
C -4.3777 -0.2209 -1.0078 0.026
C -3.1721 0.2035 -0.3452 0.200
N -2.1520 -0.6874 -0.6184 -0.296
C -2.6814 -1.6818 -1.4212 0.065
N -2.0648 -2.7480 -1.8881 -0.648
C -0.8391 -3.0722 -1.5709 0.168
C -0.2048 -4.3002 -2.0012 0.280
C -0.6469 -5.3271 -2.8284 -0.193
C 0.2134 -6.3893 -3.0264 -0.654
C 1.4753 -6.4350 -2.4114 -0.665
C 1.9100 -5.4192 -1.5830 -0.221
C 1.0474 -4.3445 -1.3933 0.285
C 1.1664 -3.1458 -0.5936 0.054
N 2.1751 -2.9009 0.1997 -0.590
C 2.2035 -1.8639 1.0115 0.359
N 1.2622 -0.8649 1.1409 -0.394
C 1.7336 0.0164 2.0908 -0.049
N 1.1622 1.1312 2.4924 -0.482
C -0.0180 1.5128 2.0760 -0.096
N -0.8276 0.8771 1.1478 -0.263
C -2.0241 1.5739 1.0987 0.219
N -3.0954 1.2762 0.4105 -0.513
C -1.9467 2.7203 1.9750 0.229
C -2.8635 3.7284 2.2608 -0.287
C -2.4724 4.6971 3.1636 -0.689
C -1.2067 4.6616 3.7744 -0.677
C -0.3023 3.6558 3.4984 -0.279
C -0.6947 2.6848 2.5809 0.366
C 3.0005 -0.4468 2.6036 0.210
C 3.8571 0.0670 3.5729 -0.228
C 5.0120 -0.6436 3.8317 -0.673
C 5.3080 -1.8363 3.1490 -0.655
C 4.4558 -2.3472 2.1910 -0.325
C 3.2938 -1.6274 1.9275 0.301
N 0.0352 -2.3679 -0.7579 -0.242
C -4.0703 -1.4016 -1.6819 0.364
C -5.0318 -2.0859 -2.4232 -0.128
H -7.0758 -2.0399 -3.0291 0.405
H -7.6170 0.0365 -1.8407 0.415
H -5.8921 1.2377 -0.5162 0.576
H -1.6224 -5.2878 -3.2928 0.578
H -0.0876 -7.2081 -3.6660 0.410
H 2.1158 -7.2877 -2.5923 0.406
H 2.8774 -5.4493 -1.1013 0.576
H -3.8390 3.7419 1.7944 0.585
H -3.1529 5.4996 3.4153 0.429
H -0.9431 5.4386 4.4795 0.427
H 0.6698 3.6164 3.9702 0.593
H 3.6213 0.9830 4.0966 0.581
H 5.7075 -0.2805 4.5764 0.412
H 6.2240 -2.3610 3.3852 0.416
H 4.6736 -3.2651 1.6628 0.581
H -4.7856 -3.0025 -2.9409 0.582
O -0.3081 3.5895 -1.0572 -0.400
C 1.0006 3.7139 -1.3692 0.857
C 1.6258 4.9553 -1.4286 -0.813
C 2.9786 5.0434 -1.6965 -0.517
C 3.7490 3.9002 -1.8965 -0.769
C 3.1404 2.6677 -1.8307 -0.485
C 1.7641 2.5586 -1.5923 0.063
C 1.1989 1.2239 -1.5351 1.111
O 1.8215 0.1523 -1.2721 -0.620
O -0.0873 1.0250 -1.7530 -0.640
H -0.6880 4.4617 -0.8971 0.312
H 1.0424 5.8521 -1.2557 0.382
H 3.4425 6.0199 -1.7426 0.405
H 4.8070 3.9803 -2.0994 0.428
H 3.7077 1.7578 -1.9758 0.483
```


Molecular formula: C7H9NO2
Method: DFT, ωB97M-V/def2-TZVPD

Calculated values
- HOMO energy (alpha / beta): -0.266 / -0.287 Eh
- Spin multiplicity: 1
- Energy relative to the best compared isomer or geometry (same formula, charge and spin): 143.8 kcal/mol
- Gap between HOMO and LUMO (alpha / beta): 0.2796 / 0.3005 Eh
- Electronic energy: -12984.259 eV

Geometry as XYZ:
```
19
Properties=species:S:1:pos:R:3:mulliken_charge:R:1
C 2.6697 -0.7363 -0.1298 0.243
C -0.2495 1.1770 0.6377 -0.799
C 1.2697 1.1283 0.5127 -0.725
C 0.3148 -0.4680 -0.9535 -1.055
C -2.1947 -0.3592 -0.5716 -0.535
C -1.1778 -1.2867 0.8952 -0.787
C -0.7368 -0.1840 -0.0041 1.421
N 1.6015 -0.0600 -0.2040 0.124
O 3.8123 -0.5826 0.1672 -0.445
O -2.4276 -1.4690 0.2465 -0.378
H -0.4699 1.1153 1.6238 0.442
H -0.7302 2.0070 0.0337 0.291
H 1.6247 2.0298 -0.0688 0.283
H 1.6941 1.1445 1.5496 0.356
H 0.5463 -1.5415 -1.3613 0.322
H 0.5215 0.1508 -1.8182 0.362
H -2.9794 0.4438 -0.3588 0.241
H -2.4693 -0.4366 -1.6811 0.281
H -0.6193 -2.0727 1.4849 0.358
```


Molecular formula: C10H16F6N5O8PbS3
Method: DFT, ωB97M-V/def2-TZVPD

Calculated values
- Charge: +1
- HOMO energy: -0.485 Eh
- Spin multiplicity: 1
- Energy relative to the best compared isomer or geometry (same formula, charge and spin): 1.7 kcal/mol
- Gap between HOMO and LUMO: 0.3573 Eh
- Electronic energy: -88509.929 eV

Geometry as XYZ:
```
49
Properties=species:S:1:pos:R:3:mulliken_charge:R:1
Pb -0.9104 -0.8810 0.1134 1.374
F 4.3961 -2.5541 2.5047 -0.196
C 3.0811 -2.6182 2.4972 0.619
F 2.5900 -1.7694 3.4096 -0.233
F 2.6810 -3.8455 2.8033 -0.197
S 2.4156 -2.2015 0.8292 0.810
O 0.9691 -2.2350 1.0250 -0.610
O 2.9774 -3.1222 -0.0934 -0.541
N 2.9539 -0.7227 0.7212 -0.267
S 2.4063 0.4423 -0.1261 0.873
O 0.9370 0.3716 -0.3683 -0.600
O 2.8735 1.7053 0.3227 -0.573
C 3.0445 0.1838 -1.8366 0.575
F 2.6089 1.1683 -2.6121 -0.191
F 4.3606 0.1583 -1.8282 -0.189
F 2.5703 -0.9756 -2.2930 -0.207
C -0.9404 -4.5223 4.7650 -1.226
C -0.3535 -3.2728 5.4111 -0.445
S -1.1283 -1.8293 4.7346 1.077
O -2.4978 -1.7479 5.1727 -0.670
O -0.8508 -1.7873 3.3107 -0.442
C -0.2494 -0.4592 5.4900 -0.593
C -1.0292 0.8488 5.3244 -1.090
N -1.5640 0.9921 3.9589 0.218
C -0.7966 0.9652 2.8535 0.747
N -1.5345 0.7142 1.7731 -0.470
C -2.8363 0.5792 2.2035 -0.322
C -2.8572 0.7463 3.5401 -0.218
N -4.0315 0.7461 4.3806 1.189
O -3.9312 1.2032 5.5001 -0.631
O -5.0357 0.3096 3.8695 -0.596
C 0.6749 1.1501 2.8491 -1.253
H -0.4659 -5.4007 5.1982 0.409
H -0.7580 -4.5257 3.6919 0.291
H -2.0122 -4.5860 4.9455 0.357
H 0.7151 -3.1718 5.2121 0.315
H -0.5308 -3.2399 6.4866 0.448
H 0.7417 -0.4275 5.0388 0.233
H -0.1477 -0.6784 6.5532 0.696
H -0.3859 1.6993 5.5425 0.460
H -1.8763 0.8821 5.9981 0.406
H -3.6715 0.3778 1.5543 0.546
H 1.0168 1.6477 3.7539 0.418
H 0.9652 1.7656 2.0005 0.486
H 1.1785 0.1838 2.7708 0.051
N -1.8714 0.7139 -1.6920 -0.695
H -2.1412 1.6471 -1.3925 0.262
H -2.6924 0.2936 -2.1200 0.311
H -1.1907 0.8447 -2.4370 0.285
```